Record 1
{
  "formula": "C6H10N2",
  "method": "ωB97M-V/def2-TZVPD",
  "spin_multiplicity": 1,
  "relative_energy_kj_mol": 559.9,
  "lumo_energy_ha": -0.0464,
  "charge": 0,
  "energy_ha": -343.9235,
  "gap_ev": 6.7440,
  "homo_energy_ev": -8.0,
  "mol_weight_g_mol": 110.160,
  "symbols": ["C", "C", "C", "C", "C", "N", "C", "N", "H", "H", "H", "H", "H", "H", "H", "H", "H", "H"],
  "coordinates": [[0.7474, 1.2173, -1.5133], [0.5314, -0.1993, -1.0458], [1.6760, -1.4226, 0.7665], [0.8325, -0.4756, 0.4214], [-2.0595, -0.2850, 0.6965], [-1.9969, 0.9411, 0.1687], [-0.9738, 0.7001, 1.3221], [0.1704, 0.2011, 1.4369], [0.1484, 1.4005, -2.4103], [1.8162, 1.4264, -1.6738], [0.4021, 1.9089, -0.7467], [-0.4630, -0.5719, -1.3104], [1.1658, -0.9140, -1.5607], [1.9552, -1.4829, 1.8223], [1.9758, -2.1317, -0.0222], [-1.6943, -1.1703, 0.1560], [-2.9384, -0.4665, 1.3452], [-1.2954, 1.3243, 2.1476]],
  "mulliken_charge": [-1.09, -0.47, -0.81, 0.57, -0.35, -0.44, -0.11, -0.48, 0.30, 0.34, 0.25, 0.28, 0.44, 0.32, 0.26, 0.17, 0.28, 0.53]
}

Record 2
{
  "formula": "C37H72F3I2N2O16P4",
  "method": "ωB97M-V/def2-TZVPD",
  "spin_multiplicity": 1,
  "lumo_energy_ha": -0.1275,
  "charge": 1,
  "energy_ha": -5026.1169,
  "gap_ev": 7.2237,
  "homo_energy_ev": -10.7,
  "mol_weight_g_mol": 1235.679,
  "symbols": ["C", "C", "N", "C", "C", "F", "F", "F", "C", "I", "N", "I", "C", "C", "C", "C", "O", "C", "C", "C", "C", "C", "C", "C", "C", "C", "C", "P", "O", "O", "O", "H", "H", "H", "H", "H", "H", "H", "H", "H", "H", "H", "H", "H", "H", "H", "H", "H", "H", "H", "H", "H", "H", "H", "H", "H", "H", "H", "O", "P", "O", "C", "C", "O", "C", "C", "O", "C", "C", "H", "H", "H", "H", "H", "H", "H", "H", "H", "H", "H", "H", "H", "H", "H", "O", "P", "O", "C", "C", "O", "C", "C", "O", "C", "C", "H", "H", "H", "H", "H", "H", "H", "H", "H", "H", "H", "H", "H", "H", "H", "O", "P", "O", "C", "C", "O", "C", "C", "O", "C", "C", "H", "H", "H", "H", "H", "H", "H", "H", "H", "H", "H", "H", "H", "H", "H"],
  "coordinates": [[4.4958, -0.0130, -3.7828], [3.9951, 1.2630, -4.1251], [4.3552, 1.8749, -5.4795], [4.7729, 3.3024, -5.1057], [6.3941, 3.3429, -4.9993], [7.0458, 3.0827, -6.2212], [6.8881, 2.3593, -4.0701], [6.8931, 4.5725, -4.5201], [4.1473, 4.4620, -6.0021], [4.2124, 6.4580, -5.0252], [2.7318, 4.3191, -6.3999], [2.1250, 5.5610, -7.8999], [2.1792, 2.9461, -6.4415], [1.1118, 2.7977, -5.2592], [-0.3661, 2.3101, -5.6953], [-1.0370, 3.1551, -6.8856], [-1.6216, 2.1816, -7.8259], [-2.8323, 1.6061, -7.2820], [3.3117, 1.7566, -6.5192], [3.8390, 1.8978, -8.0654], [5.3487, 1.5714, -8.3400], [6.1786, 2.6392, -9.1581], [7.6858, 2.4090, -9.5424], [8.4508, 1.1087, -9.1472], [9.9772, 0.7898, -9.5389], [7.6558, 0.0577, -8.3191], [6.1496, 0.2997, -7.9517], [2.3235, 0.1446, -6.5833], [1.6083, -0.2961, -5.3133], [1.0735, 0.3240, -7.7675], [3.2423, -1.2023, -7.1300], [4.7626, -0.7111, -4.6659], [4.6769, -0.4073, -2.7310], [3.3006, 1.7786, -3.3825], [5.2662, 1.3907, -5.6838], [4.4330, 3.5269, -4.0206], [4.7835, 4.5370, -6.9683], [1.6198, 2.8389, -7.4519], [1.4144, 2.1361, -4.3806], [0.9595, 3.8562, -4.8113], [-0.4370, 1.1682, -5.8596], [-1.0293, 2.4989, -4.7621], [-0.3124, 3.7750, -7.5107], [-1.9110, 3.7774, -6.4845], [-3.4406, 1.1971, -8.1778], [-2.5828, 0.6845, -6.6308], [-3.5027, 2.3673, -6.7472], [3.2116, 1.2447, -8.7906], [3.6395, 2.9790, -8.4317], [5.6864, 3.6208, -9.5150], [8.2354, 3.1960, -10.1651], [10.7363, 1.2320, -8.8108], [10.0650, -0.3647, -9.5252], [10.1757, 1.0888, -10.6380], [8.1485, -0.9121, -7.9665], [5.6379, -0.5258, -7.3606], [0.5099, -0.4834, -7.7212], [2.8128, -1.6039, -7.9264], [2.6149, 0.7509, 1.7767], [3.9518, 0.5260, 2.4958], [4.8118, 0.1211, 1.1351], [5.1904, 1.1706, 0.2584], [6.3746, 1.9432, 0.8092], [3.5532, -0.9955, 3.0201], [2.2113, -1.3529, 3.3325], [1.6369, -2.1925, 2.2069], [5.4069, 0.3811, 3.3847], [5.9639, -0.8405, 3.8619], [6.4710, -1.7578, 2.7661], [4.3412, 1.8380, 0.0748], [5.4646, 0.7127, -0.6967], [6.1009, 2.4724, 1.7265], [6.7296, 2.6784, 0.0826], [7.1957, 1.2677, 1.0600], [1.5960, -0.4743, 3.5385], [2.2370, -1.9474, 4.2506], [1.6523, -1.6528, 1.2568], [0.6069, -2.4850, 2.4250], [2.2349, -3.0966, 2.0637], [5.2697, -1.3509, 4.5319], [6.8177, -0.5541, 4.4842], [5.6529, -2.1605, 2.1662], [7.0119, -2.6016, 3.2005], [7.1399, -1.2211, 2.0890], [-1.7038, -4.6756, 3.5138], [-2.7754, -3.9918, 4.3739], [-3.3459, -5.3902, 5.0577], [-2.5705, -5.9855, 6.0898], [-2.7427, -5.2422, 7.4015], [-3.8539, -3.8639, 3.1195], [-3.4219, -3.6782, 1.7777], [-3.5467, -4.9874, 1.0210], [-3.9085, -3.1460, 5.3390], [-5.2896, -2.9773, 5.0332], [-6.0981, -4.2584, 5.1003], [-1.5156, -6.0227, 5.7992], [-2.9188, -7.0152, 6.2039], [-2.3304, -4.2309, 7.3329], [-2.2319, -5.7658, 8.2132], [-3.8008, -5.1420, 7.6549], [-2.4067, -3.2774, 1.7313], [-4.0810, -2.9326, 1.3225], [-2.9487, -5.7755, 1.4847], [-3.2248, -4.8703, -0.0167], [-4.5838, -5.3337, 1.0295], [-5.4183, -2.4633, 4.0789], [-5.6811, -2.2922, 5.7918], [-5.8249, -4.9506, 4.3019], [-7.1635, -4.0381, 4.9998], [-5.9324, -4.7731, 6.0499], [-7.6710, 0.2435, 6.5795], [-8.8995, 0.2088, 7.4990], [-8.7492, 1.7658, 8.0489], [-9.1418, 2.8160, 7.1751], [-10.6524, 2.9509, 7.1253], [-8.1100, -0.5835, 8.7245], [-7.0656, -1.5117, 8.4624], [-5.7278, -0.8638, 8.7663], [-10.3319, 0.0818, 8.4283], [-10.3875, -0.1983, 9.8236], [-9.8460, 0.9152, 10.6989], [-8.7327, 2.6495, 6.1732], [-8.7042, 3.7399, 7.5618], [-11.1074, 2.0660, 6.6702], [-10.9439, 3.8257, 6.5391], [-11.0670, 3.0445, 8.1318], [-7.1098, -1.8925, 7.4397], [-7.2130, -2.3672, 9.1285], [-5.5718, 0.0332, 8.1622], [-4.9058, -1.5590, 8.5773], [-5.6872, -0.5489, 9.8126], [-9.9186, -1.1582, 10.0484], [-11.4490, -0.3264, 10.0585], [-8.7665, 1.0291, 10.5856], [-10.0495, 0.7014, 11.7507], [-10.3048, 1.8719, 10.4385]],
  "mulliken_charge": [-1.05, 0.16, 1.12, -0.01, 0.47, -0.12, -0.25, -0.23, -1.31, 0.20, -0.28, 0.22, -1.04, -0.83, -0.64, -0.17, -0.40, -0.60, 0.53, -0.54, 0.07, -0.40, -0.71, 0.62, -1.04, -0.87, -0.12, 0.63, -0.73, -0.51, -0.52, 0.13, 0.20, 0.37, 0.60, 0.66, 0.62, 1.12, -0.07, 0.41, 0.21, 0.51, -0.10, 0.41, 0.24, 0.25, 0.28, 0.60, 0.20, 0.27, 0.31, 0.26, 0.31, 0.33, 0.27, 0.28, 0.39, 0.32, -0.73, 1.15, -0.31, 0.07, -1.12, -0.35, -0.39, -0.91, -0.42, -0.17, -0.89, 0.28, -0.05, 0.32, 0.40, 0.23, 0.34, 0.33, 0.27, 0.21, 0.29, 0.24, 0.37, 0.20, 0.41, 0.19, -0.68, 1.03, -0.29, -0.39, -0.93, -0.37, -0.17, -1.17, -0.30, 0.09, -1.04, 0.29, 0.31, 0.26, 0.43, 0.17, 0.17, 0.34, 0.28, 0.39, 0.31, 0.21, 0.10, 0.34, 0.43, 0.18, -0.74, 1.19, -0.29, -0.34, -0.97, -0.38, -0.17, -1.17, -0.42, -0.16, -0.90, 0.27, 0.31, 0.28, 0.40, 0.20, 0.15, 0.36, 0.28, 0.36, 0.37, 0.24, 0.35, 0.21, 0.40, 0.20]
}

Record 3
{
  "formula": "C4H10O3",
  "method": "ωB97M-V/def2-TZVPD",
  "spin_multiplicity": 1,
  "relative_energy_kj_mol": 155.2,
  "lumo_energy_ha": 0.0279,
  "charge": 0,
  "energy_ha": -384.0905,
  "gap_ev": 10.4603,
  "homo_energy_ev": -9.7,
  "mol_weight_g_mol": 106.121,
  "smiles": "C[C@@H](O)CC=O.O",
  "symbols": ["O", "C", "C", "C", "C", "O", "H", "H", "H", "H", "H", "H", "H", "H", "H", "H", "O"],
  "coordinates": [[-2.8384, -2.2393, 1.3289], [-2.4819, -1.3248, 0.6435], [-1.7610, -0.0609, 1.0796], [-0.2238, -0.2525, 1.0503], [0.1932, -1.6565, 1.4731], [0.2984, -0.0593, -0.2780], [-2.2289, -1.5361, -0.4209], [-2.0436, 0.2948, 2.0734], [-2.0140, 0.6789, 0.3163], [0.2961, 0.4592, 1.6863], [-0.0519, -2.3837, 0.7038], [-0.4026, -1.8758, 2.3638], [1.2554, -1.6786, 1.7034], [0.0360, 0.8045, -0.5806], [4.4582, 3.1071, -3.9405], [3.8728, 4.2092, -4.9095], [3.6360, 3.5138, -4.2929]],
  "mulliken_charge": [-0.44, -0.05, -0.53, 0.24, -1.35, -0.55, 0.31, 0.34, 0.37, 0.30, 0.34, 0.36, 0.37, 0.31, 0.33, 0.32, -0.65]
}

Record 4
{
  "formula": "C39H25GdN10O",
  "method": "ωB97M-V/def2-TZVPD",
  "spin_multiplicity": 8,
  "lumo_energy_ha": [-0.0490, -0.0496],
  "charge": 0,
  "energy_ha": -2889.8018,
  "gap_ev": [5.0243, 5.0012],
  "homo_energy_ev": [-6.4, -6.4],
  "mol_weight_g_mol": 806.948,
  "symbols": ["Gd", "C", "C", "C", "C", "C", "N", "C", "N", "C", "C", "C", "C", "C", "C", "C", "C", "N", "C", "N", "C", "N", "C", "N", "C", "N", "C", "C", "C", "C", "C", "C", "C", "C", "C", "C", "C", "C", "N", "C", "C", "H", "H", "H", "H", "H", "H", "H", "H", "H", "H", "H", "H", "H", "H", "H", "H", "C", "H", "H", "H", "N", "C", "O", "C", "C", "C", "N", "C", "C", "H", "H", "H", "H", "H", "H"],
  "coordinates": [[-0.3965, -0.4337, -0.6751], [3.8581, -0.2804, 4.7135], [4.7384, -0.9428, 3.8444], [4.4372, -1.0934, 2.5003], [3.2258, -0.5837, 2.0531], [2.6022, -0.5461, 0.7268], [1.3919, 0.0481, 0.8199], [1.2131, 0.4902, 2.1067], [0.2068, 1.2197, 2.5845], [-0.7913, 1.6823, 1.8565], [-1.8566, 2.5337, 2.3871], [-2.1015, 3.0370, 3.6575], [-3.2223, 3.8356, 3.8253], [-4.0606, 4.1463, 2.7459], [-3.7983, 3.6624, 1.4736], [-2.6933, 2.8399, 1.3161], [-2.1156, 2.1880, 0.1338], [-2.5543, 2.4069, -1.0935], [-1.8817, 2.0569, -2.1957], [-0.7936, 1.2561, -2.2959], [-0.3099, 1.3215, -3.5769], [0.7946, 0.7602, -4.0624], [1.6738, 0.0987, -3.3404], [1.6043, -0.2221, -2.0029], [2.8100, -0.7061, -1.6080], [3.2387, -0.9513, -0.3781], [3.6896, -0.8276, -2.7808], [4.9933, -1.2771, -2.9180], [5.5599, -1.2190, -4.1829], [4.8435, -0.7059, -5.2724], [3.5457, -0.2406, -5.1240], [2.9774, -0.3205, -3.8617], [-1.1836, 2.1753, -4.3695], [-1.1476, 2.5715, -5.7006], [-2.1396, 3.4323, -6.1394], [-3.1383, 3.8957, -5.2695], [-3.1666, 3.5060, -3.9405], [-2.1772, 2.6333, -3.5070], [-1.0221, 1.4733, 0.5157], [2.3524, 0.0755, 2.9161], [2.6603, 0.2461, 4.2598], [4.1260, -0.1755, 5.7573], [5.6696, -1.3354, 4.2329], [5.1148, -1.5889, 1.8163], [-1.4412, 2.8025, 4.4830], [-3.4528, 4.2343, 4.8054], [-4.9244, 4.7772, 2.9110], [-4.4307, 3.9076, 0.6301], [5.5399, -1.6560, -2.0636], [6.5735, -1.5682, -4.3336], [5.3158, -0.6708, -6.2462], [2.9903, 0.1703, -5.9574], [-0.3698, 2.2160, -6.3642], [-2.1452, 3.7589, -7.1718], [-3.8970, 4.5699, -5.6466], [-3.9258, 3.8647, -3.2571], [1.9832, 0.7713, 4.9219], [-2.4585, -1.7178, -1.1840], [-3.1991, -1.4300, -0.4282], [-2.4123, -2.8102, -1.1983], [-2.8380, -1.3840, -2.1566], [-2.3119, -6.2007, 4.2001], [-2.2101, -4.8750, 4.4781], [-2.5252, -4.4045, 5.5502], [-1.6596, -3.9950, 3.3801], [-1.8096, -2.6259, 3.5178], [-1.3294, -1.7983, 2.5189], [-0.7167, -2.2591, 1.4246], [-0.5649, -3.5753, 1.3040], [-1.0126, -4.4767, 2.2519], [-2.7211, -6.7875, 4.9068], [-2.1917, -6.5722, 3.2777], [-2.3007, -2.2251, 4.3930], [-1.4408, -0.7246, 2.6033], [-0.0614, -3.9277, 0.4110], [-0.8292, -5.5304, 2.0912]],
  "lowdin_spin": [6.82, 0.01, 0.02, 0.01, 0.02, 0.06, -0.03, 0.11, -0.03, 0.08, 0.00, 0.01, -0.01, 0.02, -0.01, 0.01, -0.02, 0.02, -0.07, 0.01, -0.11, 0.03, -0.08, -0.01, 0.01, -0.01, -0.01, 0.00, -0.01, 0.01, -0.01, 0.00, -0.02, -0.02, -0.01, -0.02, -0.01, -0.02, -0.01, 0.01, 0.02, 0.00, 0.00, 0.00, 0.00, 0.00, 0.00, 0.00, 0.00, 0.00, 0.00, 0.00, 0.00, 0.00, 0.00, 0.00, 0.00, 0.21, 0.01, 0.01, 0.01, 0.00, 0.00, 0.00, 0.00, 0.00, 0.00, -0.01, 0.00, 0.00, 0.00, 0.00, 0.00, 0.00, 0.00, 0.00]
}